{
  "formula": "C6H14N2O",
  "method": "ωB97M-V with the def2-TZVPD basis set",
  "e_lumo_ev": 0.9234,
  "relative_energy_kcal_mol": 127.3,
  "charge": 0,
  "e_tot_ev": -11472.24853,
  "elements": ["C", "C", "C", "N", "N", "O", "C", "C", "C", "H", "H", "H", "H", "H", "H", "H", "H", "H", "H", "H", "H", "H", "H"],
  "coordinates": [[0.2375, -0.0818, 1.8668], [0.4112, -1.1027, 0.6332], [-0.0172, -2.5191, 1.1021], [-0.3773, -0.4287, -0.5082], [-1.7237, -0.6420, -0.3690], [-2.4769, -0.0935, -1.1163], [-0.0773, 0.7817, -1.1994], [1.4097, 0.8760, -1.7035], [-0.7883, 2.0281, -0.5958], [0.7476, 0.9238, 1.8548], [0.7047, -0.2995, 2.9739], [-0.9877, 0.0658, 1.9564], [1.4309, -1.2996, 0.4048], [-0.8215, -2.5249, 1.9182], [-0.5439, -3.1431, 0.3040], [0.9878, -3.0063, 1.3093], [-0.6011, 0.4652, -2.1521], [1.5114, 1.9528, -2.1756], [2.0822, 0.9213, -0.8854], [1.6833, 0.0973, -2.4502], [-0.2165, 2.2662, 0.3356], [-1.8524, 1.8595, -0.4279], [-0.7228, 2.9035, -1.0756]],
  "atomic_forces_ev_per_a": [[-1.0, 0.5, 2.4], [-1.9, 1.9, 1.8], [-1.3, -0.8, -0.8], [-0.8, -1.5, 2.2], [1.2, -2.3, 1.1], [-0.1, 0.7, -0.7], [0.2, -0.1, -3.7], [-1.4, 2.5, -0.7], [1.4, -3.0, 2.9], [-0.8, -0.8, -1.2], [-1.4, -0.8, -2.7], [3.4, -0.3, 0.1], [0.8, 0.9, -1.0], [1.7, 0.1, -0.7], [1.0, 1.0, 0.6], [-1.7, 0.2, 0.5], [0.2, 1.3, 0.5], [-0.2, -2.2, 0.5], [0.9, -0.3, 0.8], [-0.3, 0.6, 0.7], [-0.9, -0.3, -0.2], [0.4, -0.1, 0.3], [0.5, 2.9, -2.8]],
  "nbo_charge": [-0.66, -0.05, -0.63, -0.25, 0.22, -0.39, -0.08, -0.61, -0.63, 0.22, 0.22, 0.23, 0.21, 0.23, 0.23, 0.22, 0.22, 0.22, 0.20, 0.23, 0.20, 0.24, 0.21]
}